[1]
19
Properties=species:S:1:pos:R:3:lowdin_charge:R:1 method="wB97M-V/def2-TZVPD" charge=-1 homo_lumo_gap_ev=7.6 spin_multiplicity=1 lumo_energy_ev=3.5
O -1.386 0.649 -0.782 -0.075
O -0.982 -3.556 -0.526 -0.070
O -1.333 2.791 -0.100 -0.117
N 2.131 -0.108 -0.569 -0.033
C 1.381 -0.368 -1.537 -0.083
C -0.344 1.138 1.382 -0.119
C -1.068 1.557 -0.014 -0.725
C 0.271 -0.256 1.184 -0.242
C 1.732 -0.437 0.803 -0.249
H 1.440 0.056 -2.525 0.057
H 2.334 0.258 1.387 0.091
H 0.461 1.874 1.543 0.095
H 0.168 -0.655 2.233 0.104
H -0.457 -0.836 0.615 0.066
H -0.450 -2.812 -0.224 0.003
H 2.225 -1.402 0.983 0.102
H 0.452 -0.954 -1.578 0.063
H -1.042 1.248 2.213 0.090
H -1.860 -3.341 -0.179 0.042

[2]
14
Properties=species:S:1:pos:R:3:lowdin_charge:R:1 method="wB97M-V/def2-TZVPD" homo_lumo_gap_ev="8.9 / 6.2" spin_multiplicity=1 lumo_energy_ev="-0.6 / -1.7"
N -2.906 -1.236 -0.030 0.060
C 1.866 1.273 -0.899 0.065
C 0.849 -0.936 -0.045 -0.066
C -2.848 0.286 -0.101 -0.148
C 1.556 0.239 -0.141 -0.317
C 1.545 -0.533 1.150 -0.127
C -1.874 -0.686 0.422 -0.079
H -2.829 0.539 -1.141 0.061
H 2.414 -1.238 1.373 0.117
H 1.077 -0.036 2.052 0.117
H -3.551 0.841 0.557 0.084
H 1.706 1.375 -1.954 0.056
H 0.329 -1.791 -0.634 0.135
H 2.666 1.904 -0.611 0.044

[3]
9
Properties=species:S:1:pos:R:3:lowdin_charge:R:1 method="wB97M-V/def2-TZVPD" homo_lumo_gap_ev="7.9 / 8.4" spin_multiplicity=1 lumo_energy_ev="-0.7 / -1.0"
P 0.889 -1.361 0.036 0.861
O 1.661 0.110 -0.264 -0.478
N 0.932 1.213 -0.101 -0.062
C -0.317 1.036 0.216 -0.247
C -0.719 -0.438 0.133 -0.330
H -0.931 1.936 0.380 0.109
H -1.692 -0.978 0.112 0.023
H 1.338 -1.217 1.446 -0.030
H -1.160 -0.302 -1.958 0.155

[4]
13
Properties=species:S:1:pos:R:3:lowdin_charge:R:1 method="wB97M-V/def2-TZVPD" homo_lumo_gap_ev=10.0 spin_multiplicity=1 lumo_energy_ev=0.9
O -2.345 -0.756 -0.569 -0.014
N 1.849 -0.167 0.295 0.084
N -0.278 -0.463 1.060 0.068
N -0.943 0.988 -1.079 0.073
C 0.954 -0.333 1.301 -0.346
C -1.269 -0.342 -0.920 -0.530
H -0.888 -0.702 1.846 0.087
H 2.708 0.315 0.505 0.088
H 1.422 0.070 -0.589 0.067
H -1.719 1.597 -0.894 0.088
H 1.421 -0.415 2.291 0.120
H -0.476 -1.026 -1.310 0.120
H -0.434 1.234 -1.936 0.095

[5]
96
Properties=species:S:1:pos:R:3:lowdin_spin:R:1 method="wB97M-V/def2-TZVPD" charge=+1 homo_lumo_gap_ev="7.7 / 7.2" spin_multiplicity=2 lumo_energy_ev="-1.8 / -3.6"
Cu -0.223 -0.367 -0.281 0.238
S 0.875 2.696 -0.541 0.006
P -2.242 -1.366 -0.260 0.053
P 1.911 -1.227 -0.253 0.065
Si -0.143 -0.235 2.123 0.312
O -0.231 1.681 -0.630 0.050
C 1.522 4.285 1.569 0.000
C 2.338 -3.825 -1.050 0.004
C 0.024 1.270 3.290 0.057
C -2.496 -5.516 -2.176 0.005
C 1.280 5.149 2.624 0.000
C -2.946 -4.409 -2.875 -0.001
C -1.754 -1.188 2.503 0.050
C 2.873 0.922 -1.664 0.002
C -1.909 -4.116 -0.320 0.005
C 1.013 5.711 -3.247 0.000
C 0.426 3.883 -1.831 0.001
C 2.779 -2.512 -1.212 0.017
C -1.967 -5.367 -0.903 0.000
C 4.881 1.587 0.127 0.000
C 1.343 4.847 -2.217 0.000
C 3.835 -2.237 -2.075 0.005
C 3.708 1.991 -1.931 0.000
C 4.474 -3.275 -2.727 0.000
C -0.214 5.595 -3.884 0.000
C 3.035 0.185 -0.492 0.004
C -3.285 -2.043 4.174 0.003
C 1.355 -1.368 2.474 0.052
C -4.548 1.623 -1.726 0.000
C 1.636 -1.758 3.780 0.010
C 4.712 2.323 -1.034 0.000
C -6.008 -0.272 -1.503 0.000
C 2.762 -2.504 4.082 0.004
C -2.112 -1.396 3.831 0.011
C 4.065 -4.582 -2.528 0.004
C -1.116 4.618 -3.496 0.000
C -0.797 3.756 -2.462 0.000
C 4.036 0.529 0.408 0.000
C -4.117 -2.529 3.178 0.000
C -2.398 -3.008 -1.006 0.010
C -4.959 -1.039 -1.035 0.001
C 3.366 -2.516 1.763 0.000
C -1.084 4.974 2.220 0.000
C -5.806 1.054 -1.850 0.001
C -0.849 4.111 1.161 0.000
C 2.988 -4.856 -1.697 0.000
C -3.500 0.868 -1.228 0.001
C -0.023 5.497 2.945 0.000
C -3.699 -0.466 -0.879 0.006
C -3.770 -2.355 1.851 -0.001
C -2.610 -1.668 1.507 0.000
C -2.890 -3.153 -2.301 0.006
C 2.233 -1.763 1.461 0.001
C 0.455 3.783 0.843 0.000
C 3.633 -2.878 3.071 -0.001
H 5.685 1.817 0.811 0.000
H 1.713 6.466 -3.571 0.000
H 1.497 -4.025 -0.398 0.000
H 2.666 -5.875 -1.552 0.000
H -2.060 4.524 -4.012 0.000
H 2.968 -2.781 5.107 0.001
H 3.582 2.561 -2.840 0.000
H 0.965 -1.470 4.576 0.001
H 4.042 -2.805 0.970 0.000
H 2.530 3.998 1.305 0.000
H -0.458 6.261 -4.699 0.000
H -5.036 -3.035 3.431 0.000
H 0.958 1.793 3.111 0.000
H 2.305 4.907 -1.730 0.000
H -0.213 6.174 3.765 0.000
H 4.522 -3.447 3.301 0.000
H -4.384 2.650 -2.019 0.000
H 5.367 3.152 -1.251 0.000
H -1.472 2.972 -2.157 0.000
H 2.103 5.555 3.190 0.000
H -2.507 1.284 -1.110 0.000
H -1.606 -6.229 -0.362 0.000
H -3.235 -2.285 -2.845 0.000
H 2.082 0.653 -2.355 0.002
H 4.150 -0.037 1.321 0.000
H -1.460 -1.038 4.614 0.001
H -6.985 -0.720 -1.604 0.000
H 0.013 0.964 4.331 0.010
H 5.305 -3.064 -3.385 0.000
H -5.123 -2.081 -0.814 0.000
H -0.785 1.977 3.142 0.000
H -2.551 -6.496 -2.624 0.000
H -3.347 -4.526 -3.870 0.000
H 4.582 -5.390 -3.021 0.000
H -1.661 3.690 0.587 0.000
H -1.498 -3.984 0.673 0.000
H -2.097 5.248 2.470 0.000
H -4.407 -2.750 1.074 0.000
H 4.169 -1.221 -2.227 0.000
H -3.550 -2.175 5.213 0.000
H -6.633 1.641 -2.217 0.000

[6]
15
Properties=species:S:1:pos:R:3:lowdin_charge:R:1 method="wB97M-V/def2-TZVPD" homo_lumo_gap_ev=7.3 spin_multiplicity=1 lumo_energy_ev=-1.7
S 0.918 1.875 2.221 0.855
N -0.028 1.462 -1.523 0.109
C 0.494 1.390 0.798 -0.741
C -0.051 0.059 -1.002 -0.262
C 0.294 -0.021 0.282 -0.326
C 0.099 2.159 -0.446 -0.182
C -0.990 -1.095 -1.600 -0.047
C 0.397 -1.006 1.382 -0.121
H -0.414 -1.842 -0.728 0.107
H 0.406 -0.358 2.583 0.118
H -0.681 -1.471 -2.818 0.137
H 1.396 -1.389 1.432 0.052
H 0.264 3.333 -0.449 0.145
H -2.139 -1.036 -1.427 0.082
H 0.036 -2.060 1.294 0.073

Calculated molar mass (g/mol), listed in the same order as above: 132.1 93.1 89.0 89.1 831.5 125.2